No. 1
{
  "formula": "C2H5IS",
  "method": "ωB97M-V/def2-TZVPD",
  "elements": ["I", "S", "C", "C", "H", "H", "H", "H", "H"],
  "coordinates": [[1.5797, -3.3662, -2.3882], [-0.6016, 1.9389, -0.3957], [1.1276, -0.1157, 0.2265], [0.2039, 0.7881, 0.6208], [1.7405, -0.1482, -0.7878], [-0.7222, 1.2002, -1.5358], [2.2081, -2.0307, -1.8389], [1.4480, -0.9521, 1.0140], [-0.0489, 0.8654, 1.6758]],
  "homo_lumo_gap_ev": 9.4,
  "homo_energy_ev": -8.8481,
  "total_energy_ha": -775.01977,
  "de_lowest_kcal_mol": 29.2,
  "e_lumo_ev": 0.600,
  "smiles": "C=CS.I"
}

---

No. 2
{
  "formula": "CHO2Rh",
  "method": "ωB97M-V/def2-TZVPD",
  "elements": ["Rh", "O", "O", "C", "H"],
  "coordinates": [[-1.5009, -0.6040, -0.9087], [-0.6874, -0.3428, 1.0902], [0.5285, 0.1312, -0.6234], [0.4956, -0.1401, 0.7444], [1.1642, 0.9558, -0.3024]],
  "total_charge": 1,
  "homo_lumo_gap_ev": [6.7, 8.7],
  "spin_multiplicity": 6,
  "homo_energy_ev": [-12.5506, -17.7618],
  "total_energy_ha": -299.14029,
  "e_lumo_ev": [-5.870, -9.106]
}

---

No. 3
{
  "formula": "C14H23F6HgN16OSSbSi",
  "method": "ωB97M-V/def2-TZVPD",
  "elements": ["Hg", "Sb", "S", "Si", "F", "F", "F", "F", "F", "F", "O", "N", "N", "N", "N", "N", "N", "N", "N", "N", "N", "N", "N", "N", "N", "N", "N", "C", "C", "C", "C", "C", "C", "C", "C", "C", "C", "C", "C", "C", "C", "H", "H", "H", "H", "H", "H", "H", "H", "H", "H", "H", "H", "H", "H", "H", "H", "H", "H", "H", "H", "H", "H", "H"],
  "coordinates": [[-0.9982, -0.3741, 0.2701], [1.7183, -0.7307, 3.7825], [0.5574, -1.1224, -1.4904], [2.3296, -0.5445, -4.2860], [0.5828, -2.1809, 4.3409], [1.2804, 0.8700, 4.7485], [1.2010, -0.4635, 1.9350], [2.6866, -1.1433, 5.3857], [2.7116, -2.1794, 2.9834], [3.1950, 0.3936, 3.2297], [-0.9315, 2.3592, 1.1335], [-1.5512, -0.3179, 2.5103], [-1.1775, -5.1641, 1.9910], [-0.7326, -0.1431, 3.5776], [-0.4416, 1.2788, -1.7984], [-3.2750, -0.3133, 0.0460], [-3.9710, -0.2296, 2.3550], [-5.2226, -0.2011, -0.8466], [-2.1304, -5.0024, 1.1046], [-1.4321, 0.0995, 4.6275], [-2.1691, -3.8358, 0.5279], [-2.7289, 0.1215, 4.3188], [-5.4205, -0.1605, 0.4891], [-3.0334, -6.0132, 0.7770], [0.5397, 3.6408, 2.3070], [-1.1804, -3.1583, 1.0543], [-3.9682, -0.2908, -1.1173], [1.5610, -2.1867, -4.7626], [-2.7659, -0.1359, 3.0137], [0.3836, 0.3804, -2.3550], [-0.5903, -3.9702, 1.9463], [0.8327, 1.8816, -4.1536], [1.8821, 3.8023, 2.8205], [-4.1987, -0.2291, 0.9952], [-0.4192, 4.6818, 2.5738], [1.0803, 0.6502, -3.5599], [0.1729, 2.5296, 1.6333], [3.7668, -0.7910, -3.1105], [-0.0443, 2.7984, -3.5847], [3.0063, 0.2266, -5.8720], [-0.6502, 2.4454, -2.3917], [-3.7068, -5.5612, 0.1649], [1.1978, -2.7171, -3.8828], [-4.7705, -0.0021, 2.9199], [3.7243, -0.4575, -6.3325], [0.7149, -2.0356, -5.4373], [2.4708, 2.9115, 2.6152], [3.5234, 1.1694, -5.6783], [4.4575, -1.5514, -3.4852], [-3.5104, -6.2592, 1.6391], [1.8592, 3.9384, 3.9039], [0.9798, 1.7914, 1.5486], [-1.3902, 4.3598, 2.2059], [3.4094, -1.1032, -2.1285], [2.2141, 0.4160, -6.6007], [-0.2430, 3.7565, -4.0462], [2.3635, 4.6738, 2.3625], [2.2984, -2.8132, -5.2730], [4.3223, 0.1417, -2.9860], [-1.3283, 3.1145, -1.8728], [0.2397, -3.6757, 2.5683], [-0.1346, 5.6154, 2.0761], [1.3368, 2.1403, -5.0795], [-0.4835, 4.8698, 3.6492]],
  "total_charge": -2,
  "homo_lumo_gap_ev": 7.0,
  "homo_energy_ev": -2.8575,
  "total_energy_ha": -3179.38414,
  "de_lowest_kcal_mol": 35.7,
  "e_lumo_ev": 4.108
}